[1]
{"formula": "C4H5NO2", "method": "the ωB97M-V functional and the def2-TZVPD basis", "symbols": ["C", "C", "C", "O", "C", "O", "N", "H", "H", "H", "H", "H"], "coordinates": [[-1.505, -0.349, -0.726], [-0.132, 0.104, -0.331], [0.240, 1.337, 0.040], [1.423, 1.335, 0.705], [1.754, -0.170, 1.039], [2.755, -0.551, 1.574], [0.875, -0.776, 0.079], [-1.576, -0.696, -1.760], [-1.854, -1.162, -0.074], [-2.210, 0.482, -0.603], [-0.412, 2.210, 0.036], [0.641, -1.764, 0.022]], "forces_ev_per_a": [[0.03, -0.03, -0.16], [-0.27, 0.73, 0.41], [-0.56, -0.61, 0.06], [0.62, -2.25, 1.40], [0.28, 1.23, -3.45], [-1.91, 0.73, -0.19], [0.12, 0.06, 1.52], [0.07, -0.02, 0.06], [0.13, 0.16, -0.10], [0.20, -0.15, -0.09], [0.62, -0.05, 0.02], [0.67, 0.20, 0.53]], "smiles": "Cc1coc(=O)[nH]1", "energy_ha": -360.63275}

[2]
{"formula": "C4H5NO2", "method": "the ωB97M-V functional and the def2-TZVPD basis", "symbols": ["C", "C", "C", "O", "C", "O", "N", "H", "H", "H", "H", "H"], "coordinates": [[-2.221, 0.857, 0.354], [-0.483, -0.303, -0.692], [0.399, -1.279, -0.708], [1.734, -1.155, -0.327], [2.079, 0.033, 0.150], [3.377, -0.081, 0.398], [-1.343, 0.563, -0.773], [-1.933, 1.829, 0.766], [-3.245, 0.938, -0.018], [-2.171, 0.100, 1.145], [0.151, -2.278, -1.037], [3.656, 0.777, 0.743]], "forces_ev_per_a": [[-0.13, 0.06, 0.15], [-0.27, 0.23, -0.02], [-0.40, -0.03, -0.12], [0.12, 0.47, 0.15], [0.25, -0.47, -0.08], [-0.21, 0.25, 0.02], [0.52, -0.53, 0.02], [-0.05, -0.12, -0.07], [0.15, -0.01, 0.06], [0.02, 0.10, -0.12], [0.00, 0.16, 0.04], [0.02, -0.12, -0.02]], "energy_ha": -360.52328}